This record from OMol25 describes a 2-piece molecular cluster, C2H8NO overall. The level of theory is ωB97M-V with the def2-TZVPD basis set.

Geometry as XYZ:
```
12
Properties=species:S:1:pos:R:3:forces:R:3:lowdin_charge:R:1
O -1.72556 -2.04548 0.48064 0.2 0.4 -0.4 -0.46
H -1.09301 -2.76567 0.62528 -0.1 0.4 -0.1 -0.10
C 0.24833 0.06055 -1.16046 -1.2 2.3 2.4 -0.22
N -0.03308 -0.11668 0.29851 1.0 0.4 -2.9 -0.26
C 0.55126 1.05954 0.89172 0.4 -1.2 1.4 -0.28
H -0.60490 -0.25343 -1.66673 -1.0 -1.7 -1.4 0.03
H 0.17669 1.15058 -1.40914 0.3 0.0 0.1 0.04
H 1.20373 -0.20998 -1.51633 1.2 -1.0 -0.5 0.03
H -0.96366 -0.92084 0.27580 0.2 -0.3 1.9 0.03
H 0.42241 0.98079 2.02524 0.2 0.5 -1.3 0.06
H 0.10514 2.01528 0.48370 0.5 -0.4 0.5 0.04
H 1.71265 1.04535 0.67177 -1.8 0.4 0.4 0.07
```
Forces are in eV/Å.

Values from the calculation:
DFT total energy ... -5739.569 eV
Orbital gap ... 7.32 eV
Charge ... -1
Molar mass ... 62.092 u
Lowest unoccupied orbital energy ... 0.16717 hartree